Entry from OMol25: a cluster of 12 separate species, C6H35NO11 in total at a distorted geometry (ωB97M-V/def2-TZVPD).

The geometry in XYZ format:
```
53
C6H35NO11 | OMol25 | ωB97M-V/def2-TZVPD
C -1.130 -0.329 0.329
C -0.458 -1.447 1.129
C 1.073 -1.458 0.925
C 2.772 0.309 1.255
C 1.820 -0.464 1.770
C 1.480 -0.422 3.230
N -2.545 -0.222 0.744
H -0.666 0.651 0.580
H -0.994 -0.521 -0.736
H -0.671 -1.390 2.195
H -0.862 -2.418 0.811
H 1.298 -1.328 -0.141
H 1.410 -2.471 1.186
H 3.075 0.285 0.218
H 3.380 1.008 1.846
H 0.590 0.225 3.401
H 2.285 -0.019 3.844
H 1.208 -1.410 3.593
H -2.971 -1.142 0.664
H -3.040 0.390 0.088
H -0.386 3.569 1.945
H -1.522 2.542 2.378
O -1.366 3.453 1.989
H 0.566 2.129 -2.698
H -0.734 1.595 -3.270
O 0.229 1.646 -3.484
H 0.982 -4.991 -0.136
H 0.790 -5.946 1.017
O 1.043 -5.032 0.847
H -2.240 2.279 -1.821
H -2.888 1.991 -3.178
O -2.304 1.591 -2.523
H -0.825 -2.516 -2.801
H 0.491 -2.285 -3.570
O -0.122 -2.990 -3.256
H -0.235 2.967 -0.896
H 0.717 1.765 -0.628
O 0.711 2.666 -0.983
H 0.487 -4.322 -2.366
H 1.512 -5.448 -2.411
O 0.812 -5.105 -1.847
H -1.715 3.445 0.487
H -2.034 4.370 -0.748
O -1.814 3.451 -0.553
H -2.376 1.141 3.813
H -2.081 0.457 2.446
O -1.697 1.046 3.136
H 1.831 2.998 1.930
H 1.231 3.432 0.525
O 1.286 3.647 1.480
H 0.951 0.076 -3.786
H 2.290 -0.625 -4.045
O 1.356 -0.820 -3.924
```

Values from the calculation:
ΔE to the lowest compared entry with this formula, charge and spin   0.0 kcal per mole
SMILES string   C=C(C)CCCN.O.O.O.O.O.O.O.O.O.O.O
HOMO energy   -9.396 eV
Electronic energy   -30804.69593 eV
HOMO-LUMO gap   0.352 hartree
Charge   0